3 unconnected molecules or ions with the total composition C25H49Br3F3INO11P2S at a distorted geometry. Source: OMol25; level of theory: ωB97M-V/def2-TZVPD.

Atoms and positions in Å:
1 C 5.78 -0.33 3.35
2 C 4.93 -1.18 2.37
3 N 3.73 -0.40 1.90
4 C 4.04 0.79 1.00
5 C 4.98 0.64 -0.20
6 Br 6.86 0.85 0.27
7 C 4.72 -0.51 -1.21
8 C 5.83 -1.55 -1.38
9 Br 4.48 0.30 -2.99
10 C 2.74 1.56 0.71
11 I 3.06 3.53 0.04
12 C 1.83 0.71 -0.17
13 C 1.52 -0.65 0.48
14 C 2.49 -1.22 1.57
15 C 2.60 -2.75 1.36
16 C 3.50 -3.31 0.28
17 O 3.25 -3.30 -0.88
18 Br 5.10 -4.25 0.89
19 S 1.49 -1.24 3.14
20 O 0.34 -2.08 3.01
21 O 2.37 -1.63 4.21
22 C 0.87 0.46 3.60
23 F 0.15 1.02 2.65
24 F 1.86 1.26 3.99
25 F 0.10 0.26 4.63
26 H 5.37 0.66 3.53
27 H 6.81 -0.29 3.00
28 H 5.81 -0.83 4.32
29 H 4.60 -2.02 2.96
30 H 5.54 -1.49 1.53
31 H 3.49 0.07 2.79
32 H 4.58 1.49 1.65
33 H 4.82 1.55 -0.77
34 H 3.75 -0.95 -1.01
35 H 6.60 -1.09 -2.00
36 H 5.45 -2.39 -1.96
37 H 6.31 -1.84 -0.46
38 H 2.25 1.66 1.68
39 H 2.27 0.58 -1.16
40 H 0.89 1.24 -0.33
41 H 1.49 -1.39 -0.33
42 H 0.50 -0.64 0.87
43 H 1.59 -3.08 1.12
44 H 2.84 -3.25 2.30
45 O -0.42 -1.66 -4.18
46 P -0.88 -2.98 -4.64
47 O -1.29 -3.86 -3.34
48 C -1.83 -3.25 -2.17
49 C -3.33 -3.08 -2.23
50 O 0.44 -3.75 -5.15
51 C 1.72 -3.12 -5.12
52 C 2.40 -3.33 -3.79
53 O -1.74 -3.71 -5.75
54 C -3.18 -3.78 -5.70
55 C -3.84 -2.44 -5.90
56 H -1.35 -2.29 -1.97
57 H -1.58 -3.92 -1.34
58 H -3.62 -2.44 -3.06
59 H -3.70 -2.63 -1.31
60 H -3.83 -4.05 -2.35
61 H 1.63 -2.05 -5.35
62 H 2.31 -3.57 -5.92
63 H 1.73 -3.06 -2.97
64 H 3.31 -2.73 -3.71
65 H 2.67 -4.38 -3.65
66 H -3.49 -4.27 -4.78
67 H -3.47 -4.45 -6.51
68 H -3.45 -1.69 -5.20
69 H -4.92 -2.52 -5.74
70 H -3.66 -2.06 -6.90
71 O -5.77 4.04 3.49
72 P -4.98 3.58 2.34
73 O -4.57 4.86 1.44
74 C -4.35 6.14 2.03
75 C -2.92 6.33 2.51
76 O -6.02 2.82 1.37
77 C -7.40 2.68 1.72
78 C -8.21 3.85 1.21
79 O -3.82 2.57 1.90
80 C -2.44 2.85 2.11
81 C -2.05 2.85 3.58
82 H -5.05 6.33 2.84
83 H -4.56 6.87 1.25
84 H -2.67 5.59 3.28
85 H -2.80 7.32 2.94
86 H -2.21 6.22 1.69
87 H -7.52 2.55 2.79
88 H -7.74 1.76 1.24
89 H -7.77 4.80 1.52
90 H -9.23 3.80 1.60
91 H -8.26 3.85 0.12
92 H -2.17 3.78 1.62
93 H -1.90 2.06 1.59
94 H -2.69 3.51 4.17
95 H -1.02 3.17 3.70
96 H -2.15 1.85 4.00

Calculated values
Energy relative to the best compared isomer or geometry (same formula, charge and spin) ... 0.000 eV
Net charge ... +1
E_LUMO ... -3.465 eV

Löwdin population analysis, charges in e, atoms 1 to 8: number 1, C, carries -0.043; number 2, C, carries -0.170; number 3, N, carries 0.014; number 4, C, carries -0.327; number 5, C, carries -0.680; number 6, Br, carries 0.853; number 7, C, carries -0.728; number 8, C, carries -0.212



C4H10N2O in the gas phase at a distorted geometry. Source: OMol25; level of theory: ωB97M-V/def2-TZVPD.

Atoms and positions in Å:
1 C -1.84 0.20 0.83
2 C 1.05 1.43 0.45
3 N -0.55 -0.27 -0.33
4 C 0.83 0.06 -0.10
5 N -0.86 -1.48 -1.00
6 C 1.83 -0.79 -0.36
7 O -1.28 0.79 -0.95
8 H -0.30 -2.24 -0.61
9 H -0.63 -1.35 -1.98
10 H -2.56 -0.55 0.55
11 H -1.28 -0.07 1.73
12 H -2.25 1.20 0.94
13 H 0.50 1.58 1.38
14 H 0.68 2.17 -0.26
15 H 2.11 1.60 0.64
16 H 2.85 -0.51 -0.13
17 H 1.69 -1.77 -0.79

Calculated values
Energy relative to the best compared isomer or geometry (same formula, charge and spin) ... 7.365 eV
Net charge ... 0
E_LUMO ... 0.817 eV

Löwdin population analysis, charges in e, atoms 1 to 8: number 1, C, carries 0.080; number 2, C, carries -0.041; number 3, N, carries -0.362; number 4, C, carries -0.328; number 5, N, carries 0.091; number 6, C, carries 0.068; number 7, O, carries -0.243; number 8, H, carries 0.077



C2H2O4S in the gas phase at a distorted geometry. Source: OMol25; level of theory: ωB97M-V/def2-TZVPD.

Atoms and positions in Å:
1 C -0.68 0.62 -0.53
2 C -0.16 1.49 -1.32
3 O 1.41 -0.42 0.93
4 O -0.17 -1.42 2.49
5 O -1.10 -0.26 0.17
6 O 0.18 -2.45 0.27
7 S 0.34 -1.34 1.17
8 H 0.69 1.13 -1.83
9 H -0.52 2.64 -1.35

Calculated values
Energy relative to the best compared isomer or geometry (same formula, charge and spin) ... 1.579 eV
Net charge ... 0
E_LUMO ... -0.917 eV

Löwdin population analysis, charges in e, atoms 1 to 8: number 1, C, carries -0.201; number 2, C, carries 0.068; number 3, O, carries -0.255; number 4, O, carries -0.230; number 5, O, carries 0.049; number 6, O, carries -0.242; number 7, S, carries 0.583; number 8, H, carries 0.072



A gas-phase ion, C5H7BrClN2O (charge +1) at a distorted geometry. Source: OMol25; level of theory: ωB97M-V/def2-TZVPD.

Atoms and positions in Å:
1 C -0.75 -1.86 0.04
2 C 1.47 -1.37 -0.46
3 C -1.31 -0.46 -0.05
4 C -0.25 0.55 -0.42
5 C 1.33 -0.02 0.30
6 N 0.43 -2.21 -0.17
7 N -0.41 1.88 0.18
8 O 2.37 -1.57 -1.21
9 Cl 1.07 -0.09 2.04
10 Br 2.67 1.28 -0.25
11 H -1.45 -2.64 0.33
12 H -2.13 -0.46 -0.77
13 H -1.72 -0.25 0.94
14 H -0.06 0.62 -1.49
15 H -0.44 1.77 1.20
16 H -1.25 2.37 -0.15
17 H 0.43 2.44 -0.05

Calculated values
Energy relative to the best compared isomer or geometry (same formula, charge and spin) ... 0.832 eV
Net charge ... +1
E_LUMO ... -3.961 eV

Löwdin population analysis, charges in e, atoms 1 to 8: number 1, C, carries -0.094; number 2, C, carries -0.564; number 3, C, carries -0.123; number 4, C, carries -0.266; number 5, C, carries -0.990; number 6, N, carries 0.166; number 7, N, carries 0.165; number 8, O, carries 0.141



A molecular structure, C11H27O14S4V at a distorted geometry. Source: OMol25; level of theory: ωB97M-V/def2-TZVPD.

Atoms and positions in Å:
1 O -0.68 0.36 0.26
2 V 0.51 0.85 -0.72
3 O 2.49 -0.12 -4.05
4 C 2.91 0.31 -2.85
5 O 4.01 -0.03 -2.31
6 O 2.13 0.95 -2.16
7 H 3.23 -0.38 -4.61
8 O -0.69 4.76 -0.93
9 C -0.21 3.49 -0.84
10 O -0.56 2.64 -1.67
11 O 0.59 3.04 -0.01
12 H -0.18 5.18 -0.23
13 O 2.98 -0.31 2.81
14 C 3.12 0.07 1.58
15 O 2.24 0.64 0.91
16 O 4.16 -0.08 0.94
17 H 2.10 0.07 2.82
18 C -0.74 0.07 -4.91
19 S -1.54 -0.54 -3.41
20 O -0.56 -0.36 -2.27
21 C -2.82 0.80 -3.15
22 H -1.53 0.33 -5.62
23 H -0.05 -0.62 -5.42
24 H -0.10 0.92 -4.68
25 H -2.32 1.77 -3.27
26 H -3.20 0.81 -2.13
27 H -3.64 0.74 -3.86
28 C -2.97 2.13 2.14
29 S -1.92 3.56 2.67
30 O -2.60 4.44 3.77
31 C -0.63 2.50 3.45
32 H -3.43 2.44 1.20
33 H -3.84 1.98 2.78
34 H -2.52 1.15 1.98
35 H 0.22 3.12 3.75
36 H -0.05 1.94 2.73
37 H -1.09 1.98 4.30
38 C 2.39 -3.18 0.94
39 S 1.56 -2.94 -0.66
40 O 1.14 -1.46 -0.84
41 C 3.00 -3.19 -1.73
42 H 3.30 -2.60 1.05
43 H 2.61 -4.24 1.11
44 H 1.75 -2.92 1.78
45 H 2.50 -3.12 -2.70
46 H 3.38 -4.18 -1.50
47 H 3.70 -2.37 -1.61
48 C -1.63 -2.59 1.26
49 S -0.77 -2.19 2.80
50 O 0.05 -0.91 2.68
51 C -2.35 -1.77 3.73
52 H -1.11 -2.46 0.31
53 H -2.50 -1.94 1.20
54 H -1.97 -3.62 1.38
55 H -3.11 -2.54 3.65
56 H -2.71 -0.80 3.39
57 H -2.06 -1.56 4.76

Calculated values
<S²> ... 0.79
Energy relative to the best compared isomer or geometry (same formula, charge and spin) ... 2.570 eV
2S+1 ... 2
Net charge ... -1
E_LUMO (alpha / beta) ... 1.943 / 1.942 eV

Löwdin population analysis, charges in e, atoms 1 to 8: number 1, O, carries -0.318; number 2, V, carries 1.125; number 3, O, carries 0.079; number 4, C, carries -0.800; number 5, O, carries -0.019; number 6, O, carries -0.061; number 7, H, carries 0.104; number 8, O, carries 0.132



A molecular structure, C9H20BrN2O7S3 at a distorted geometry. Source: OMol25; level of theory: ωB97M-V/def2-TZVPD.

Atoms and positions in Å:
1 C -4.43 0.01 0.57
2 C -4.60 -1.56 0.66
3 C -4.47 -2.32 -0.70
4 Br -4.47 -4.27 -0.25
5 S -2.83 -1.91 -1.48
6 O -1.89 -1.65 -0.35
7 O -3.12 -0.71 -2.33
8 N -2.43 -3.19 -2.49
9 S -0.78 -3.51 -2.49
10 O -0.59 -4.65 -3.45
11 O -0.35 -3.99 -1.13
12 N 0.15 -2.23 -3.09
13 C 0.50 -1.37 -2.17
14 C 1.50 -1.61 -1.02
15 C -0.11 0.08 -2.25
16 H -4.27 0.40 -0.47
17 H -5.34 0.52 0.97
18 H -3.54 0.29 1.19
19 H -3.84 -1.96 1.37
20 H -5.60 -1.75 1.13
21 H -5.31 -2.13 -1.41
22 H 1.90 -0.65 -0.61
23 H 0.91 -2.09 -0.19
24 H 2.28 -2.34 -1.31
25 H -0.89 0.16 -3.04
26 H 0.74 0.74 -2.59
27 H -0.42 0.46 -1.26
28 O 2.71 2.91 -0.10
29 S 3.69 2.39 0.81
30 O 3.66 1.02 1.25
31 O 3.76 3.34 2.11
32 C 2.55 3.58 2.84
33 C 2.14 2.38 3.67
34 C 5.30 2.73 0.18
35 H 1.75 3.89 2.16
36 H 2.75 4.42 3.50
37 H 1.87 1.53 3.04
38 H 1.28 2.62 4.29
39 H 2.96 2.05 4.31
40 H 5.35 3.78 -0.12
41 H 5.46 2.08 -0.68
42 H 6.04 2.51 0.95

Calculated values
Net charge ... -1
E_LUMO ... 1.892 eV

Löwdin population analysis, charges in e, atoms 1 to 8: number 1, C, carries -0.118; number 2, C, carries -0.347; number 3, C, carries -0.702; number 4, Br, carries 0.628; number 5, S, carries 0.537; number 6, O, carries -0.374; number 7, O, carries -0.401; number 8, N, carries -0.348